# 1
{
  "formula": "C36H46ClCrF4N7",
  "method": "ωB97M-V with the def2-TZVPD basis set",
  "elements": ["N", "C", "C", "C", "C", "H", "H", "C", "C", "F", "C", "C", "N", "H", "H", "H", "H", "H", "N", "C", "C", "H", "H", "C", "H", "C", "H", "H", "C", "C", "C", "H", "H", "F", "C", "C", "H", "H", "C", "N", "H", "C", "H", "H", "H", "H", "C", "C", "H", "H", "C", "C", "H", "H", "H", "H", "C", "H", "C", "C", "H", "H", "Cl", "C", "F", "H", "C", "H", "N", "H", "C", "H", "C", "H", "H", "H", "C", "C", "N", "H", "H", "C", "C", "H", "H", "H", "H", "H", "Cr", "C", "C", "H", "H", "F", "N"],
  "xyz": [[4.18, 3.02, -0.03], [3.81, 2.41, 1.28], [0.60, 3.88, -1.33], [-0.99, -0.08, -5.26], [-1.71, -0.32, -6.42], [2.58, 4.21, -2.09], [-1.63, -1.27, -6.93], [-0.11, -0.53, 3.22], [-2.82, 0.33, -0.92], [-0.35, 1.50, 2.04], [0.40, -2.47, 1.80], [-1.37, 3.39, -0.01], [2.06, 0.71, 0.64], [-5.95, 0.83, -2.23], [-6.05, 0.19, 0.03], [0.72, -0.82, -2.43], [5.15, 3.35, -0.03], [-1.13, 4.07, -4.51], [-0.17, 1.53, -1.08], [2.34, 2.00, 1.30], [-4.21, 0.40, -1.04], [1.73, 2.78, 0.84], [-2.08, 2.67, 0.37], [-4.97, 0.14, 0.09], [1.13, 5.95, -1.40], [-0.68, 0.93, 5.63], [-4.95, -0.36, 2.18], [2.53, -0.02, 1.16], [-2.16, 0.00, 0.26], [-2.97, -0.23, 1.37], [-0.88, 1.17, -2.19], [-2.52, -0.49, 2.32], [-3.31, 2.66, -6.65], [0.03, -2.48, 4.59], [-1.52, 4.73, 0.29], [1.76, 3.50, -2.20], [-2.35, 5.05, 0.91], [2.13, 2.49, -2.00], [-0.44, -0.43, 5.63], [0.14, -1.06, 2.00], [-1.43, -1.75, -1.80], [-1.10, 1.14, -4.62], [2.61, -2.24, -3.14], [2.35, -3.35, -1.81], [3.58, 3.80, -0.26], [-3.12, 0.50, -7.81], [-0.17, -1.15, 4.48], [-0.89, -2.49, -1.21], [-0.90, 1.47, 6.54], [2.02, -2.29, 0.42], [-1.93, 2.16, -5.10], [-0.62, 5.66, -0.21], [-4.68, 0.01, -3.12], [-0.32, -0.84, -4.86], [4.46, 1.55, 1.44], [-2.20, 3.35, -3.31], [0.42, 5.23, -1.01], [-0.50, -3.23, -1.91], [-0.36, 0.85, 3.27], [1.85, -2.65, -2.48], [1.14, -2.86, 2.51], [1.14, -3.20, -3.09], [3.66, 1.06, -2.09], [-2.04, 3.48, -4.39], [-0.87, 2.88, 4.30], [-2.69, -3.56, -0.86], [1.24, -1.48, -1.73], [0.57, 1.73, -3.42], [-2.08, 0.60, -2.12], [4.07, 2.28, -0.85], [-4.35, -0.16, 1.30], [-0.73, 6.71, 0.02], [-2.65, 1.89, -6.26], [2.46, 0.72, -0.30], [-2.87, 4.06, -4.79], [-1.38, -4.08, 0.19], [-0.31, 2.95, -0.81], [-2.55, 0.67, -6.91], [-0.36, 1.36, -3.41], [-0.50, -3.08, 1.93], [4.01, 3.15, 2.06], [-1.84, -3.21, -0.27], [-4.87, 0.76, -2.35], [-2.52, 0.36, -2.99], [2.02, 1.94, 2.34], [0.98, -3.67, 0.09], [-2.23, -2.56, 0.51], [-4.51, 1.72, -2.73], [-0.12, 0.09, 0.41], [-0.64, 1.57, 4.40], [0.98, -2.62, 0.40], [1.50, 3.55, -3.26], [2.06, -0.90, -1.32], [-0.48, -1.10, 6.78], [0.29, -1.78, -0.62]],
  "e_tot_ev": -100320.0607,
  "s_squared": 3.798,
  "e_lumo_ev": [-2.091, -2.091],
  "multiplicity": 4,
  "total_charge": 1,
  "orbital_gap_ev": [7.73, 7.98]
}


# 2
{
  "formula": "C36H46MoN5O6",
  "method": "ωB97M-V with the def2-TZVPD basis set",
  "elements": ["C", "H", "H", "O", "C", "C", "C", "H", "H", "O", "H", "H", "C", "H", "C", "H", "H", "H", "H", "C", "H", "C", "H", "C", "H", "H", "H", "H", "C", "H", "C", "Mo", "H", "C", "C", "O", "H", "H", "C", "H", "H", "H", "C", "C", "H", "C", "C", "C", "H", "H", "H", "H", "H", "C", "H", "H", "N", "H", "C", "C", "N", "H", "C", "C", "H", "H", "C", "N", "C", "H", "C", "H", "H", "H", "N", "C", "H", "C", "C", "O", "C", "C", "H", "C", "H", "O", "N", "C", "H", "H", "C", "C", "O", "H"],
  "xyz": [[-0.86, -3.09, 4.38], [-3.11, 2.48, -2.02], [2.56, -2.55, 4.18], [1.00, 1.71, -2.68], [-0.18, -3.22, -1.90], [-2.82, 4.63, -2.46], [-0.76, 4.60, -1.72], [3.20, 3.48, -0.05], [-0.81, -3.96, 5.03], [-0.14, 2.17, 1.03], [-0.85, 3.88, 5.44], [-1.36, -5.32, -0.57], [-2.52, 3.37, -2.03], [0.16, -2.23, 1.83], [1.79, -4.74, -1.91], [0.12, -5.07, -4.04], [0.03, -6.41, -0.61], [-1.82, 2.89, 4.34], [-2.94, 0.93, -3.74], [1.63, -3.12, 4.11], [-0.58, 4.07, 2.46], [-0.85, -1.11, -5.57], [-1.37, -5.44, -3.15], [0.59, -1.87, 5.99], [0.13, -4.90, 0.28], [3.43, 6.17, -0.60], [1.50, -1.29, 6.16], [-1.01, -3.44, 3.36], [2.27, 1.39, -2.78], [-2.57, 0.90, -5.46], [0.37, 0.27, 4.08], [0.15, 1.77, -0.85], [1.19, 6.83, -1.57], [-1.85, -0.83, -4.43], [-3.15, -1.61, -4.67], [-1.23, 0.79, -1.87], [-1.29, 1.28, -4.29], [0.71, -2.78, 0.00], [-0.85, -2.64, -3.00], [-3.59, -1.31, -5.61], [1.65, 2.09, 5.60], [1.54, -3.48, 3.09], [-2.18, 0.66, -4.47], [2.61, 5.49, -0.74], [-3.72, 5.04, -2.88], [-0.26, -1.06, -0.88], [0.42, -2.26, 4.52], [0.33, -1.04, 3.60], [-0.26, -1.29, 6.35], [-0.92, 2.14, 5.66], [-1.60, 6.37, -2.50], [-0.63, -2.18, -5.66], [1.71, -3.99, 4.77], [0.10, 1.20, 1.93], [1.18, 3.93, 2.34], [-1.27, -0.78, -6.51], [1.41, 5.90, -1.26], [0.48, 0.41, 5.15], [0.35, 3.99, 3.04], [0.33, 2.79, 3.99], [-1.23, 3.37, -1.56], [-3.87, -1.42, -3.87], [0.60, 4.82, -1.30], [-0.93, -0.50, -2.00], [2.19, -4.26, -2.80], [2.22, -4.24, -1.04], [1.62, 2.85, 4.83], [1.23, 3.76, -0.83], [-0.27, -5.36, -0.62], [0.65, -2.77, 6.60], [2.88, 1.07, -1.39], [-2.97, -2.69, -4.72], [2.12, -5.77, -1.90], [-1.74, -2.50, 4.66], [-1.70, 5.39, -2.26], [-1.22, -1.30, -3.11], [0.03, -6.50, -3.02], [0.21, -1.24, 2.24], [0.25, -4.68, -1.90], [2.00, 1.28, -0.40], [0.12, -2.41, -0.83], [-0.89, 2.93, 4.91], [1.69, 3.82, 5.32], [-0.28, -5.46, -3.10], [0.47, 4.89, 3.63], [4.01, 0.72, -1.21], [-0.08, -0.10, 0.06], [0.26, 1.42, 3.30], [2.50, 2.73, 4.19], [-1.06, -3.28, -3.84], [0.12, -0.12, 1.40], [2.49, 4.16, -0.47], [2.91, 1.34, -3.79], [0.09, -0.58, -5.40]],
  "e_tot_ev": -59668.5481,
  "s_squared": 2.061,
  "e_lumo_ev": [-4.143, -5.294],
  "multiplicity": 3,
  "total_charge": 1,
  "orbital_gap_ev": [6.54, 5.46]
}


# 3
{
  "formula": "C36H47BeO2Si3",
  "method": "ωB97M-V with the def2-TZVPD basis set",
  "elements": ["O", "C", "H", "C", "Si", "C", "H", "H", "C", "C", "C", "H", "H", "H", "C", "H", "H", "C", "C", "C", "H", "Si", "C", "C", "C", "H", "H", "H", "C", "H", "H", "H", "H", "C", "O", "C", "H", "C", "H", "C", "H", "H", "Be", "H", "C", "C", "H", "H", "C", "H", "C", "H", "Si", "H", "H", "C", "C", "H", "H", "C", "H", "H", "H", "H", "H", "H", "H", "C", "C", "C", "C", "H", "H", "H", "H", "H", "H", "C", "H", "H", "H", "H", "C", "C", "C", "C", "H", "C", "C"],
  "xyz": [[0.67, -0.86, -0.11], [-2.43, 1.33, -0.27], [3.55, 2.12, -2.54], [2.01, 4.12, 0.30], [0.18, 3.67, 0.18], [-4.16, 1.08, 1.44], [3.71, -0.34, 1.21], [5.14, 3.11, -0.49], [1.79, -3.91, 4.15], [3.08, 3.28, -0.03], [1.64, -4.83, 3.12], [2.32, -4.88, -2.64], [0.45, -2.72, -3.25], [-0.06, 3.72, 2.64], [1.28, -2.11, 2.58], [-1.52, 1.56, 2.77], [-7.13, 0.39, 0.22], [3.26, -2.85, -1.10], [1.78, -3.10, -1.57], [-2.81, 0.98, 1.11], [-0.16, 4.08, -2.32], [2.89, 1.45, -0.29], [-2.06, -2.36, -1.21], [-3.60, -4.20, -1.23], [-3.30, -2.89, -1.58], [1.28, -1.23, -2.71], [-4.04, -2.26, -2.08], [-2.98, -5.93, -0.15], [1.34, -4.38, 1.82], [1.47, 6.03, 1.08], [5.08, 0.69, 0.70], [-1.12, 1.87, -1.84], [-1.60, 4.42, -1.34], [-1.18, 1.53, -0.80], [-0.07, 1.95, 0.08], [4.37, 3.79, -0.11], [-2.75, 2.59, -2.97], [-1.45, -4.42, -0.13], [1.89, -5.26, -1.03], [-1.11, -3.11, -0.53], [1.70, -1.78, 4.63], [-2.36, 0.05, 2.96], [0.40, 0.55, -0.14], [2.80, 0.50, -2.55], [1.61, -2.54, 3.86], [-6.67, 1.13, 0.87], [-1.65, 3.82, 1.88], [-4.56, -4.63, -1.49], [3.52, 1.17, -2.04], [-4.40, 0.87, 2.49], [-0.52, 4.47, -1.35], [-2.65, 0.79, -3.10], [0.59, -2.48, -0.21], [-0.25, 5.52, -1.32], [1.22, -5.13, 1.00], [4.05, 0.69, 1.02], [2.32, 5.39, 0.79], [3.89, 6.85, 1.30], [4.52, 0.72, -2.10], [1.13, -3.04, 1.51], [-0.59, 5.23, 1.94], [3.54, -1.83, -0.80], [-5.58, 1.80, -1.53], [0.59, -4.88, -2.19], [2.09, -2.48, -3.67], [-7.22, 2.05, 0.75], [3.87, -3.13, -1.97], [-1.81, 0.67, 2.24], [-3.26, 1.63, -2.72], [4.69, 5.07, 0.36], [-3.52, 1.52, -1.23], [1.77, -5.90, 3.31], [1.11, -1.05, 2.44], [-0.95, 0.12, 1.88], [-4.22, 1.64, -3.25], [2.06, -4.20, 5.18], [3.93, 1.23, 1.97], [1.60, -4.62, -1.86], [-1.82, -1.30, -1.44], [3.52, -3.53, -0.28], [5.67, 5.51, 0.29], [-6.76, 0.80, 1.93], [-2.69, -4.94, -0.49], [-4.82, 1.56, -0.79], [1.39, -2.31, -2.86], [-0.60, 4.14, 1.80], [-0.77, -5.01, 0.48], [-5.21, 1.33, 0.55], [3.65, 5.88, 0.86]],
  "e_tot_ev": -66229.7675,
  "e_lumo_ev": 2.661,
  "total_charge": -1,
  "orbital_gap_ev": 5.52
}


# 4
{
  "formula": "C36H47BrFN6O5RuSbSi3",
  "method": "ωB97M-V with the def2-TZVPD basis set",
  "elements": ["H", "H", "C", "C", "C", "H", "H", "H", "H", "H", "C", "H", "N", "H", "C", "C", "C", "H", "F", "C", "N", "C", "O", "H", "H", "H", "C", "H", "C", "H", "C", "C", "H", "Sb", "H", "H", "H", "H", "C", "O", "N", "N", "C", "N", "H", "H", "C", "C", "H", "C", "C", "H", "H", "H", "H", "N", "C", "C", "C", "C", "C", "H", "H", "O", "C", "H", "H", "H", "C", "H", "H", "H", "C", "H", "C", "Ru", "H", "H", "C", "O", "H", "Si", "H", "Si", "C", "O", "C", "Si", "H", "Br", "C", "C", "H", "C", "C", "H", "H", "H", "H", "H", "C"],
  "xyz": [[1.86, 4.51, 3.14], [-0.36, -5.58, 2.55], [1.98, 0.40, 1.78], [2.06, -3.36, 2.43], [2.26, 1.97, -2.27], [1.91, 2.20, -3.28], [1.91, 2.85, 6.56], [-2.91, 0.87, 1.58], [4.61, 1.01, 3.85], [2.11, 5.22, 7.29], [-2.78, -0.35, -1.45], [-6.39, -2.30, -0.25], [-2.37, 0.23, -0.31], [-7.09, -0.69, -0.14], [1.56, 4.97, -2.04], [2.98, 4.59, 7.24], [-4.55, -0.11, 0.60], [-4.05, 2.15, -1.23], [2.92, -2.71, 3.21], [-1.09, -0.77, 3.18], [0.33, -4.95, 2.17], [2.88, 3.28, 6.82], [0.86, -4.26, 4.28], [2.82, 4.68, 0.72], [3.34, 1.79, -2.30], [-0.61, 6.53, 2.87], [0.90, -3.33, -1.03], [6.32, 4.69, 7.89], [-3.85, 3.21, -1.07], [0.94, 3.62, 4.36], [2.06, -3.20, 1.11], [0.15, -2.03, -0.84], [0.62, -0.52, 6.09], [-0.36, 2.88, 0.12], [4.03, 0.85, 1.43], [1.23, 5.75, -1.35], [-2.12, 3.90, 4.20], [-1.13, 1.85, -2.90], [-0.84, -0.86, 4.55], [-0.51, -5.42, 0.11], [3.98, 1.17, 6.29], [2.89, 0.66, 5.86], [0.28, -4.81, 0.79], [-0.20, -0.31, 2.32], [4.10, 3.93, -0.24], [-4.58, 3.78, -1.65], [4.23, 5.09, 7.59], [-4.98, -0.73, -0.57], [-0.83, 3.40, -3.69], [-4.06, -0.82, -1.61], [-3.26, 0.36, 0.69], [1.55, 2.78, 2.92], [-1.87, 2.36, 3.36], [-1.05, 5.92, -1.91], [-2.86, 3.64, 2.61], [1.20, -3.90, 0.28], [1.36, 0.01, 4.14], [3.60, 0.75, 3.54], [4.02, 2.45, 6.77], [3.12, 3.76, 0.21], [5.36, 4.29, 7.58], [-4.01, 3.44, -0.01], [-2.42, 2.64, -3.83], [-0.67, -1.96, 0.11], [1.12, 3.72, 3.28], [2.74, -2.50, 0.64], [2.49, 5.31, -2.52], [-2.40, 5.99, -0.76], [1.07, -4.20, 3.09], [-1.57, 6.11, 1.44], [6.12, 2.32, 7.16], [0.80, 4.85, -2.83], [1.03, 0.05, 2.77], [0.27, -4.04, -1.56], [-2.06, 5.55, -1.70], [-0.36, 0.35, 0.10], [-4.34, -1.28, -2.56], [-2.04, -1.11, 2.76], [-1.97, 3.44, 3.22], [1.62, 0.41, 0.48], [-1.60, -1.25, 5.22], [1.89, 3.38, -1.13], [0.20, 6.25, 1.32], [-0.45, 4.12, 2.39], [0.38, -0.46, 5.03], [0.37, -1.04, -1.60], [-1.58, 2.82, -3.15], [-2.13, 3.69, -1.60], [-5.22, 0.01, 1.44], [4.38, 6.91, 8.09], [-0.62, 5.92, 1.96], [-6.37, -1.29, -0.69], [1.82, -3.17, -1.59], [5.25, 2.97, 7.18], [3.27, 0.68, 2.19], [3.20, 2.96, 0.95], [1.78, 1.05, -1.94], [-2.72, 5.90, -2.50], [-2.04, -0.44, -2.23], [-6.68, -1.38, -1.73], [2.66, 0.48, 4.54]],
  "e_tot_ev": -162782.3898,
  "s_squared": 8.844,
  "e_lumo_ev": [-2.788, -4.351],
  "multiplicity": 6,
  "total_charge": 1,
  "orbital_gap_ev": [6.45, 6.32]
}